Density functional theory data (wB97M-V/def2-TZVPD) for a cluster of 2 separate species, C3H6I2N2O in total.

## Properties
E: -897.9970 Eh
relative energy (zero: lowest compared OMol25 entry of this formula, charge and spin): 70.4 kJ/mol
Kohn-Sham gap: 9.05 eV
SMILES string: [H]/N=C(/C)C(=O)NI.I
E_LUMO: -0.56 eV
max |F|: 3.90 eV/A

ORCA input file:
```
! wB97M-V def2-TZVPD RIJCOSX def2/J DEFGRID3
* xyz 0 1
I -0.738 -0.729 4.342
I 2.339 1.661 0.229
O -0.960 -0.640 1.004
N -0.449 1.514 -1.476
N 0.975 0.414 1.046
C -0.179 0.034 0.405
C 0.040 -0.667 -2.006
C -0.289 0.357 -1.034
H 0.679 -1.402 -1.637
H -0.888 -1.285 -2.156
H 0.314 -0.376 -2.989
H -0.382 2.173 -0.781
H 1.107 0.014 2.005
H -1.571 -1.068 3.047
*
```